Entry 1:
A structure of composition C18H48BrCuO18S6 at a distorted geometry. Source: OMol25; level of theory: ωB97M-V with the def2-TZVPD basis set.

The geometry in ORCA input format:
```
! wB97M-V def2-TZVPD RIJCOSX def2/J DEFGRID3
* xyz 1 2
Cu -0.162 0.144 0.000
Br 0.890 2.356 -0.011
O -0.616 -1.923 -3.615
S -0.718 -0.517 -3.407
O -0.584 0.013 -2.105
O 0.360 0.229 -4.254
C 0.760 -0.340 -5.534
C 1.646 0.653 -6.237
C -2.216 0.097 -4.093
H -0.124 -0.577 -6.130
H 1.260 -1.288 -5.333
H 1.799 0.228 -7.231
H 2.595 0.815 -5.732
H 1.144 1.614 -6.344
H -2.366 -0.419 -5.038
H -2.121 1.175 -4.179
H -2.990 -0.164 -3.373
O -2.520 2.943 -2.239
S -2.909 2.392 -0.991
O -2.377 1.141 -0.553
O -2.596 3.415 0.166
C -2.557 4.820 -0.186
C -2.761 5.610 1.084
C -4.671 2.307 -0.887
H -3.317 5.070 -0.925
H -1.578 5.046 -0.606
H -3.742 5.392 1.513
H -2.691 6.680 0.901
H -2.025 5.316 1.832
H -5.018 3.333 -0.993
H -4.909 1.908 0.097
H -5.060 1.684 -1.686
O 4.028 -1.691 -0.876
S 2.830 -1.517 -1.626
O 1.626 -1.152 -0.979
O 3.063 -0.423 -2.721
C 4.328 -0.427 -3.428
C 5.104 0.844 -3.141
C 2.578 -2.985 -2.559
H 4.095 -0.571 -4.483
H 4.954 -1.260 -3.104
H 4.431 1.690 -3.015
H 5.753 1.049 -3.994
H 5.743 0.699 -2.274
H 2.755 -3.788 -1.848
H 3.222 -2.943 -3.431
H 1.534 -3.011 -2.872
O -3.946 -0.146 1.975
S -2.751 0.354 2.558
O -1.511 0.213 1.861
O -2.963 1.883 2.826
C -1.819 2.644 3.288
C -2.158 3.377 4.553
C -2.590 -0.306 4.165
H -1.496 3.305 2.486
H -0.976 1.972 3.462
H -3.098 3.925 4.433
H -1.420 4.157 4.742
H -2.291 2.737 5.424
H -2.455 -1.382 4.098
H -3.478 -0.012 4.719
H -1.724 0.140 4.653
O 0.337 -2.153 3.357
S 1.198 -1.103 2.970
O 1.110 -0.531 1.664
O 0.953 0.043 4.019
C 1.771 1.236 3.916
C 1.571 2.037 5.195
C 2.860 -1.575 3.257
H 1.423 1.824 3.062
H 2.815 1.015 3.707
H 2.294 1.739 5.956
H 0.582 1.845 5.607
H 1.727 3.097 5.008
H 3.548 -0.823 2.885
H 3.035 -2.490 2.692
H 2.958 -1.751 4.325
O -1.781 -3.775 1.495
S -1.009 -3.304 0.409
O -0.890 -1.917 0.150
O 0.488 -3.782 0.592
C 0.661 -5.100 1.133
C 1.919 -5.712 0.546
C -1.468 -4.108 -1.086
H -0.164 -5.797 0.982
H 0.797 -5.016 2.211
H 2.027 -6.738 0.894
H 2.812 -5.155 0.844
H 1.961 -5.694 -0.545
H -1.126 -5.139 -1.031
H -1.045 -3.572 -1.929
H -2.558 -4.124 -1.087
*
```

Properties
<S²>	0.753
Kohn-Sham gap (alpha / beta)	9.73 / 7.19	eV
lowest unoccupied orbital energy (alpha / beta)	-1.59 / -4.04	eV
HOMO level (alpha / beta)	-11.321 / -11.225	eV

Results of the Löwdin charge analysis, in e, for atoms 1 through 8:
1. Cu 0.337
2. Br 0.188
3. O -0.257
4. S 0.564
5. O -0.311
6. O -0.230
7. C -0.236
8. C -0.046

***

Entry 2:
A cluster of 5 separate species, C20H30O15 in total at a distorted geometry. Source: OMol25; level of theory: ωB97M-V with the def2-TZVPD basis set.

The geometry in ORCA input format:
```
! wB97M-V def2-TZVPD RIJCOSX def2/J DEFGRID3
* xyz 0 1
C -0.668 -2.373 8.159
C 0.600 -2.593 7.276
C 1.692 -1.632 7.484
O 2.697 -2.254 8.166
C 2.413 -3.563 8.287
O 3.118 -4.390 8.860
O 1.200 -3.794 7.587
H -1.339 -3.067 7.653
H -1.217 -1.431 8.159
H -0.500 -2.647 9.200
H 0.318 -2.723 6.232
H 1.222 -0.818 8.036
H 2.031 -1.172 6.556
C 5.226 4.839 -0.745
C 5.682 3.379 -0.908
C 4.527 2.518 -1.203
O 4.647 2.510 -2.675
C 5.780 2.935 -3.108
O 6.157 3.011 -4.263
O 6.442 3.466 -2.030
H 6.053 5.504 -0.493
H 4.471 4.948 0.033
H 4.827 5.455 -1.552
H 6.303 3.190 -0.032
H 3.646 3.054 -0.849
H 4.713 1.513 -0.825
C -10.061 3.792 -4.007
C -9.915 4.026 -5.439
C -11.078 4.701 -6.210
O -10.434 5.768 -6.828
C -9.269 5.868 -6.568
O -8.667 6.762 -7.138
O -8.879 4.892 -5.748
H -10.824 3.033 -3.835
H -10.161 4.673 -3.372
H -9.151 3.306 -3.654
H -9.509 3.183 -5.997
H -11.757 5.083 -5.447
H -11.659 4.042 -6.855
C -2.415 -0.588 -1.689
C -3.652 -1.419 -1.496
C -3.426 -2.774 -2.007
O -3.648 -3.583 -0.880
C -3.624 -2.867 0.243
O -3.718 -3.261 1.376
O -3.632 -1.544 -0.099
H -2.411 0.470 -1.428
H -2.104 -0.425 -2.721
H -1.641 -0.937 -1.006
H -4.516 -0.968 -1.983
H -2.454 -2.923 -2.478
H -4.213 -3.053 -2.707
C 8.224 -3.678 -0.856
C 7.443 -4.292 0.316
C 7.278 -3.479 1.678
O 5.946 -3.233 1.815
C 5.292 -3.680 0.736
O 4.080 -3.428 0.568
O 6.123 -4.367 -0.084
H 9.277 -3.693 -0.575
H 7.769 -2.784 -1.281
H 8.165 -4.394 -1.676
H 7.795 -5.318 0.419
H 7.848 -2.579 1.449
H 7.536 -4.198 2.456
*
```

Properties
energy above the lowest of the compared OMol25 structures with the same formula, charge and spin	121.5	kcal/mol
Kohn-Sham gap	10.64	eV
lowest unoccupied orbital energy	0.18	eV
SMILES	C[C@H]1COC(=O)O1.C[C@H]1COC(=O)O1.C[C@H]1COC(=O)O1.C[C@H]1COC(=O)O1.C[C@H]1COC(=O)O1
HOMO level	-10.456	eV

Results of the natural (NBO) charge analysis, in e, for atoms 1 through 8:
1. C -0.650
2. C 0.072
3. C -0.101
4. O -0.469
5. C 0.970
6. O -0.566
7. O -0.493
8. H 0.224

***

Entry 3:
A structure of composition C25H30O5S6SbTcTe at a distorted geometry. Source: OMol25; level of theory: ωB97M-V with the def2-TZVPD basis set.

The geometry in ORCA input format:
```
! wB97M-V def2-TZVPD RIJCOSX def2/J DEFGRID3
* xyz 1 2
Tc -0.035 0.180 -0.059
S 1.183 -2.577 2.737
Sb 0.510 -0.745 3.824
S -1.238 0.484 1.789
S -2.560 -1.033 2.368
S -1.960 -1.287 4.293
C -3.274 -2.051 -0.930
Te -1.231 -2.580 -0.508
C -1.695 -4.370 -1.639
C -3.154 -4.316 -1.989
C -3.755 -5.380 -2.658
C -5.101 -5.335 -2.974
C -5.862 -4.228 -2.620
C -5.271 -3.169 -1.953
C -3.917 -3.212 -1.633
H -3.295 -1.162 -1.555
H -3.780 -1.810 0.004
H -1.487 -5.215 -0.985
H -1.066 -4.463 -2.524
H -3.163 -6.246 -2.929
H -5.558 -6.161 -3.502
H -6.915 -4.190 -2.865
H -5.857 -2.299 -1.680
C 1.923 4.232 0.692
C 0.887 3.276 0.094
C -0.520 3.826 0.335
C 1.072 1.883 0.684
H 1.798 5.231 0.271
H 2.939 3.896 0.478
H 1.793 4.305 1.773
H 1.069 3.226 -0.981
H -0.667 4.049 1.394
H -1.288 3.112 0.035
H -0.670 4.747 -0.230
H 0.912 1.950 1.768
H 2.112 1.560 0.536
S -2.533 1.252 -2.067
C -1.025 0.936 -1.611
O 1.574 -0.993 -0.254
S 2.992 -0.923 -0.885
C 3.842 -2.277 -0.003
C 4.391 -3.174 -1.105
C 3.242 -3.315 -2.099
C 2.808 -1.892 -2.421
H 3.083 -2.769 0.606
H 4.609 -1.847 0.637
H 4.726 -4.132 -0.709
H 5.246 -2.695 -1.586
H 2.419 -3.861 -1.633
H 3.542 -3.847 -3.001
H 1.768 -1.785 -2.728
H 3.446 -1.412 -3.163
O 2.175 0.970 -2.912
C 1.095 1.490 -2.948
O 0.055 0.672 -2.457
C 0.850 2.772 -3.615
C -0.286 3.565 -3.460
C -0.442 4.759 -4.155
C 0.554 5.112 -5.033
O 0.628 6.190 -5.838
C 1.860 6.087 -6.557
O 2.539 4.930 -6.078
C 1.707 4.336 -5.180
C 1.896 3.188 -4.473
H -1.048 3.295 -2.757
H -1.315 5.381 -4.015
H 2.466 6.975 -6.375
H 1.646 5.978 -7.623
H 2.798 2.602 -4.566
*
```

Properties
<S²>	0.787
energy above the lowest of the compared OMol25 structures with the same formula, charge and spin	45.5	kcal/mol
Kohn-Sham gap (alpha / beta)	5.45 / 5.61	eV
lowest unoccupied orbital energy (alpha / beta)	-4.80 / -4.65	eV
HOMO level (alpha / beta)	-10.248 / -10.258	eV

Results of the natural (NBO) charge analysis, in e, for atoms 1 through 8:
1. Tc 0.719
2. S -0.672
3. Sb 1.016
4. S -0.027
5. S 0.028
6. S -0.321
7. C -0.621
8. Te 0.483

***

Entry 4:
The molecule C5H6O2 at a distorted geometry. Source: OMol25; level of theory: ωB97M-V with the def2-TZVPD basis set.

The geometry in ORCA input format:
```
! wB97M-V def2-TZVPD RIJCOSX def2/J DEFGRID3
* xyz 0 1
C -1.916 1.052 -0.720
C -0.555 1.040 -0.094
O -0.182 2.256 0.404
C 0.208 -0.025 -0.015
C 1.085 -0.956 0.078
C 1.692 -2.125 0.675
O 2.108 -1.562 -0.572
H -2.599 1.604 -0.079
H -2.277 0.040 -0.866
H -1.869 1.556 -1.680
H 0.711 2.216 0.762
H 2.394 -2.013 1.493
H 1.200 -3.084 0.612
*
```

Properties
energy above the lowest of the compared OMol25 structures with the same formula, charge and spin	76.2	kcal/mol
Kohn-Sham gap	9.56	eV
lowest unoccupied orbital energy	0.80	eV
SMILES	CC(O)=C=C1CO1
HOMO level	-8.760	eV

Results of the natural (NBO) charge analysis, in e, for atoms 1 through 8:
1. C -0.652
2. C 0.337
3. O -0.675
4. C -0.246
5. C 0.276
6. C -0.129
7. O -0.456
8. H 0.226

***

Entry 5:
A structure of composition C16H14BF5N6SZn at a distorted geometry. Source: OMol25; level of theory: ωB97M-V with the def2-TZVPD basis set.

The geometry in ORCA input format:
```
! wB97M-V def2-TZVPD RIJCOSX def2/J DEFGRID3
* xyz 0 1
H -0.017 2.628 1.007
N 0.207 1.554 -0.807
B 0.916 0.636 -3.083
N 0.756 1.786 -2.029
C 1.144 3.076 -2.054
Zn -0.908 -0.485 -0.182
H 1.590 3.515 -2.928
C 0.849 3.648 -0.813
H 0.986 4.652 -0.472
C 0.282 2.649 -0.036
H 1.335 1.017 -4.127
C -0.959 -2.271 0.423
H -1.119 -2.029 1.481
H -0.114 -2.886 0.462
H -1.765 -2.752 -0.083
N -0.514 0.028 -3.150
N 1.783 -0.441 -2.413
N -1.258 -0.380 -1.973
N 1.394 -0.954 -1.207
C -1.324 -0.064 -4.182
C 2.999 -0.912 -2.752
H -1.029 0.270 -5.168
H 3.470 -0.553 -3.646
C -2.533 -0.613 -3.800
C 3.390 -1.806 -1.758
C -2.428 -0.842 -2.436
C 2.335 -1.809 -0.819
H -3.370 -0.783 -4.408
H 4.300 -2.365 -1.694
H -3.170 -1.291 -1.773
H 2.202 -2.365 0.108
H -1.009 1.225 -0.018
F -2.417 -0.239 6.699
C -1.590 -0.168 5.640
C -1.414 1.047 4.973
F -2.078 2.148 5.384
C -0.552 1.116 3.890
F -0.414 2.299 3.243
C 0.188 -0.008 3.430
S 1.283 0.077 2.166
C -0.036 -1.224 4.135
F 0.620 -2.334 3.727
C -0.907 -1.307 5.210
F -1.103 -2.489 5.834
*
```

Properties
energy above the lowest of the compared OMol25 structures with the same formula, charge and spin	99.2	kcal/mol
Kohn-Sham gap (alpha / beta)	7.45 / 4.92	eV
lowest unoccupied orbital energy (alpha / beta)	-0.94 / -2.74	eV
HOMO level (alpha / beta)	-8.388 / -7.667	eV

Results of the natural (NBO) charge analysis, in e, for atoms 1 through 8:
1. H 0.251
2. N -0.358
3. B 0.557
4. N -0.309
5. C 0.020
6. Zn 1.482
7. H 0.227
8. C -0.351